1.
The following is a quantum chemistry calculation of a molecular structure, C46H75BBrClF5I2N4O9S2, from the OMol25 dataset.

Atoms and positions in Å:
C  -1.429  -3.910  -3.278
C  -1.210  -3.673  -1.677
C  -1.452  -2.151  -1.085
I  -0.876  -1.034  -2.934
C  -1.041  -1.688  0.393
B  -2.092  -0.367  0.364
N  -2.175  0.786  -0.587
O  -3.282  -0.178  1.268
C  0.372  -0.964  0.978
C  0.678  0.656  0.665
C  0.892  1.862  1.776
C  1.156  3.445  1.507
C  1.277  4.018  -0.012
C  1.181  2.900  -1.191
C  0.915  1.335  -0.848
C  1.693  -1.479  0.157
Cl  3.269  -0.440  0.302
C  2.304  -2.948  0.255
C  3.826  -3.064  -0.446
N  0.337  -1.229  2.538
I  -1.083  -0.217  3.725
C  1.663  -1.076  3.230
C  1.813  -0.828  4.808
C  2.068  0.762  5.272
Br  2.251  0.705  7.299
C  -0.304  -2.643  2.800
C  -0.386  -3.313  4.255
C  -1.091  -2.990  5.611
S  -2.891  -3.338  5.945
C  -3.780  -1.712  6.200
N  -5.273  -1.794  5.960
N  -5.810  -0.531  6.151
C  -4.617  0.378  6.512
O  -3.316  -0.360  6.552
C  -1.427  -2.897  1.542
C  -0.891  -4.450  1.249
S  -3.182  -3.346  1.900
O  -4.148  -2.944  0.693
O  -3.831  -2.461  3.044
C  -3.818  -5.023  2.181
F  -4.139  -5.648  0.832
F  -5.206  -4.849  2.775
C  -3.159  -6.219  2.980
F  -2.256  -7.137  2.183
F  -4.320  -7.155  3.288
F  -2.527  -6.032  4.277
H  -0.458  -3.792  -3.951
H  -1.621  -5.094  -3.360
H  -2.402  -3.464  -3.746
H  -2.150  -4.281  -1.249
H  -0.184  -4.154  -1.432
H  -2.656  -2.027  -1.178
H  -3.037  0.731  -1.198
H  -2.122  1.702  -0.085
H  -4.113  -0.042  0.725
H  0.900  1.604  2.916
H  1.280  4.235  2.394
H  1.454  5.141  -0.299
H  1.332  3.282  -2.312
H  0.961  0.648  -1.779
H  1.415  -1.357  -1.001
H  2.485  -3.429  1.301
H  1.685  -3.642  -0.494
H  3.899  -2.521  -1.476
H  3.924  -4.228  -0.705
H  4.694  -2.856  0.306
H  2.338  -0.180  2.815
H  2.310  -2.044  2.963
H  1.068  -1.304  5.548
H  2.865  -1.325  5.105
H  1.116  1.439  5.080
H  3.050  1.214  4.816
H  0.637  -3.288  2.371
H  0.781  -3.345  4.573
H  -0.542  -4.501  4.170
H  -0.904  -1.937  6.147
H  -0.573  -3.722  6.417
H  -4.830  1.525  6.703
H  -0.734  -5.105  2.195
H  -1.647  -5.108  0.618
H  0.112  -4.515  0.667
C  0.531  5.049  6.963
C  1.581  5.905  6.304
C  2.665  4.895  5.995
O  2.011  3.639  5.768
C  0.643  3.755  6.186
H  -0.473  5.480  6.929
H  0.796  4.878  8.013
H  1.186  6.326  5.372
H  1.933  6.729  6.930
H  3.345  4.769  6.844
H  3.253  5.168  5.114
H  0.020  3.778  5.285
H  0.364  2.882  6.781
C  3.930  3.182  -5.341
C  4.986  2.652  -4.406
C  4.154  1.974  -3.339
O  2.958  1.508  -3.979
C  2.882  2.092  -5.287
H  4.294  3.373  -6.353
H  3.517  4.117  -4.942
H  5.603  1.909  -4.927
H  5.647  3.424  -4.005
H  3.860  2.680  -2.556
H  4.674  1.132  -2.874
H  3.093  1.303  -6.017
H  1.872  2.471  -5.464
C  -2.559  3.241  -6.328
C  -1.914  3.505  -7.664
C  -0.447  3.570  -7.299
O  -0.259  2.705  -6.171
C  -1.547  2.336  -5.660
H  -3.552  2.790  -6.400
H  -2.648  4.180  -5.767
H  -2.094  2.657  -8.336
H  -2.273  4.413  -8.154
H  -0.157  4.582  -6.996
H  0.204  3.253  -8.120
H  -1.722  1.286  -5.920
H  -1.553  2.432  -4.571
C  8.578  0.475  -8.347
C  7.312  0.579  -9.156
C  6.318  1.073  -8.128
O  7.054  1.864  -7.184
C  8.455  1.659  -7.412
H  9.489  0.502  -8.951
H  8.575  -0.458  -7.771
H  7.436  1.330  -9.946
H  7.010  -0.361  -9.624
H  5.863  0.240  -7.582
H  5.520  1.676  -8.571
H  8.856  2.569  -7.871
H  8.964  1.495  -6.458
C  -7.666  -1.760  2.327
C  -8.391  -0.724  3.147
C  -7.983  0.563  2.464
O  -7.768  0.251  1.081
C  -7.750  -1.176  0.934
H  -8.102  -2.760  2.397
H  -6.618  -1.818  2.645
H  -9.473  -0.869  3.055
H  -8.132  -0.744  4.209
H  -7.040  0.947  2.870
H  -8.744  1.344  2.552
H  -8.680  -1.472  0.435
H  -6.907  -1.471  0.303

## Properties
* lowest unoccupied orbital energy: -4.55 eV
* charge: +1
* Kohn-Sham gap: 6.05 eV
* calculated total energy: -207969.87523 eV

Atomic partial charges in e from the Löwdin method, atoms 1 to 99: -0.284, -0.317, -0.527, 1.071, -0.135, -0.573, 0.066, -0.057, -0.221, -0.142, -0.057, -0.046, -0.038, -0.032, -0.047, -0.482, 0.656, -0.272, -0.184, -0.415, 1.482, -0.248, -0.313, -0.555, 0.611, -0.306, -0.230, -0.554, 0.901, -0.464, -0.024, 0.000, -0.032, -0.114, -0.258, -0.100, 0.921, -0.320, -0.378, -0.248, 0.002, 0.034, -0.167, 0.024, 0.031, 0.043, 0.069, 0.099, 0.073, 0.119, 0.095, 0.123, 0.099, 0.103, 0.120, 0.002, 0.100, 0.098, 0.113, -0.011, 0.103, 0.107, 0.106, 0.084, 0.094, 0.075, 0.124, 0.145, 0.052, 0.143, 0.019, 0.104, 0.135, 0.148, 0.138, 0.071, 0.123, 0.143, 0.092, 0.096, 0.088, -0.169, -0.174, -0.193, -0.213, -0.241, 0.120, 0.124, 0.117, 0.121, 0.123, 0.120, 0.115, 0.081, -0.170, -0.173, -0.214, -0.164, -0.195

2.
The following is a quantum chemistry calculation of C5H7Cl2N in the gas phase, from the OMol25 dataset.

Atoms and positions in Å:
C  -0.011  1.102  -2.219
C  0.090  0.056  -1.431
C  -0.524  -0.015  -0.075
C  0.048  -1.037  1.720
C  0.337  0.427  1.172
H  -0.624  1.943  -1.949
H  0.746  -0.761  -1.748
H  -1.401  0.596  -0.002
H  -0.220  -2.035  -0.060
H  0.966  -1.554  1.972
H  -0.603  -0.980  2.610
H  1.411  0.681  0.995
N  -0.707  -1.368  0.487
Cl  1.005  1.321  -3.633
Cl  -0.514  1.623  2.161

## Properties
* lowest unoccupied orbital energy: 0.90 eV
* ΔE to the lowest compared entry with this formula, charge and spin: 0.9557 eV
* Kohn-Sham gap: 10.19 eV
* calculated total energy: -31831.79643 eV

Now the Löwdin charges, all in e: -0.544, -0.153, -0.367, -0.199, -0.603, 0.073, 0.113, 0.105, 0.077, 0.101, 0.091, 0.115, 0.001, 0.581, 0.611

3.
The following is a quantum chemistry calculation of a molecular structure, C3H4BiO3, from the OMol25 dataset.

Atoms and positions in Å:
O  -0.484  1.752  -2.683
C  -0.330  2.146  -3.736
O  -1.254  0.575  1.186
C  -0.357  -0.300  1.641
C  0.223  -1.223  0.520
O  0.767  -0.173  -0.296
Bi  -0.745  1.152  -0.590
H  1.684  0.064  0.249
H  1.042  -1.829  0.930
H  -0.060  -0.212  2.693
H  -0.486  -1.951  0.088

## Properties
* multiplicity: 2
* expectation value of S²: 0.757
* lowest unoccupied orbital energy (spin up / spin down): -11.22 / -11.23 eV
* charge: +2
* ΔE to the lowest compared entry with this formula, charge and spin: 1.0654 eV
* Kohn-Sham gap (spin up / spin down): 6.48 / 9.58 eV
* calculated total energy: -15133.41983 eV

Now the Löwdin charges, all in e: -0.256, 0.204, -0.298, 0.037, -0.120, -0.301, 1.934, 0.277, 0.165, 0.182, 0.176

4.
The following is a quantum chemistry calculation of C26H32FN5O11S in the gas phase, from the OMol25 dataset.

Atoms and positions in Å:
C  -3.143  -3.531  1.771
C  -3.562  -2.057  1.538
C  -2.352  -1.224  1.076
O  -2.555  -0.165  0.552
O  -1.087  -1.745  1.240
C  -0.254  -0.986  2.136
C  0.874  -0.188  1.431
N  0.460  0.480  0.198
C  1.208  0.250  -0.956
N  1.272  -0.824  -1.672
C  0.562  -2.053  -1.308
C  1.330  -2.946  -0.300
O  2.728  -2.611  -0.298
C  3.423  -3.216  0.741
C  3.227  -2.854  2.203
O  4.252  -4.035  0.454
C  2.058  -0.883  -2.910
C  1.152  -0.975  -4.157
O  1.673  -0.930  -5.241
N  -0.270  -1.144  -4.020
C  -0.979  -0.172  -4.904
C  -0.695  -2.502  -4.440
N  1.909  1.400  -1.267
S  3.627  1.243  -1.024
C  1.325  2.621  -0.621
C  2.375  3.498  0.078
O  2.623  3.312  1.285
O  2.959  4.332  -0.625
C  0.574  3.251  -1.848
O  -0.117  2.535  -2.520
N  0.712  4.639  -2.243
C  0.182  5.553  -1.338
O  -0.956  5.626  -0.991
F  1.059  6.467  -0.878
C  0.296  1.909  0.305
O  -1.048  2.399  0.158
C  -1.401  3.083  1.311
O  -1.074  4.220  1.510
C  -2.218  2.382  2.382
C  -3.543  2.128  2.111
C  -4.337  1.471  3.027
C  -3.767  1.073  4.218
C  -2.449  1.359  4.498
C  -1.655  2.020  3.586
H  -2.312  -3.582  2.481
H  -2.760  -3.930  0.824
H  -3.996  -4.111  2.131
H  -4.293  -2.047  0.723
H  -4.025  -1.580  2.407
H  -0.901  -0.346  2.746
H  0.207  -1.722  2.812
H  1.744  -0.814  1.210
H  1.228  0.537  2.179
H  -0.463  -1.836  -1.007
H  0.491  -2.658  -2.215
H  1.228  -4.003  -0.583
H  0.961  -2.865  0.729
H  4.056  -2.236  2.565
H  2.298  -2.327  2.434
H  3.226  -3.770  2.801
H  2.661  0.008  -3.059
H  2.684  -1.779  -2.850
H  -0.681  0.858  -4.703
H  -2.048  -0.332  -4.738
H  -0.775  -0.472  -5.943
H  -1.273  -2.946  -3.612
H  -1.346  -2.509  -5.317
H  0.177  -3.160  -4.556
H  4.115  1.621  -2.239
H  1.662  4.871  -2.518
H  0.563  2.297  1.301
H  -3.965  2.449  1.162
H  -5.367  1.273  2.747
H  -4.407  0.531  4.910
H  -2.071  1.018  5.458
H  -0.611  2.224  3.811

## Properties
* lowest unoccupied orbital energy: -0.56 eV
* ΔE to the lowest compared entry with this formula, charge and spin: 0.9438 eV
* Kohn-Sham gap: 7.84 eV
* calculated total energy: -71002.91589 eV

Now the Löwdin charges, all in e: -0.089, -0.119, -0.451, 0.146, -0.076, -0.105, -0.070, 0.094, -0.266, 0.032, -0.050, -0.118, -0.045, -0.480, 0.030, 0.142, -0.012, -0.395, 0.137, -0.176, -0.052, -0.072, -0.275, 0.965, -0.182, -0.742, -0.011, -0.005, -0.283, 0.159, 0.175, -0.522, 0.157, 0.121, -0.191, 0.053, -0.385, 0.196, -0.142, -0.034, -0.078, -0.098, -0.090, -0.040, 0.070, 0.077, 0.075, 0.121, 0.112, 0.114, 0.124, 0.100, 0.148, 0.134, 0.105, 0.143, 0.099, 0.107, 0.045, 0.100, 0.090, 0.152, 0.084, 0.093, 0.087, 0.080, 0.088, 0.096, -0.082, 0.143, 0.145, 0.135, 0.113, 0.107, 0.110, 0.131

5.
The following is a quantum chemistry calculation of a molecular structure, C11H10BrF6KN4O4S3, from the OMol25 dataset.

Atoms and positions in Å:
K  0.420  0.998  -0.762
Br  -3.320  -5.578  -2.268
C  -2.403  -4.051  -1.654
C  -3.107  -3.009  -1.082
C  -2.385  -1.908  -0.653
N  -1.058  -1.807  -0.761
C  -0.403  -2.831  -1.316
C  -1.029  -3.976  -1.779
H  -4.183  -3.047  -0.974
H  -2.901  -1.066  -0.201
H  0.676  -2.731  -1.395
H  -0.460  -4.781  -2.223
C  5.543  -2.088  -2.310
N  5.438  -0.666  -2.012
C  6.433  0.290  -2.216
C  5.935  1.467  -1.807
N  4.647  1.214  -1.362
C  4.327  -0.090  -1.489
S  2.881  -0.872  -1.076
H  6.548  -2.290  -2.671
H  4.814  -2.371  -3.066
H  5.346  -2.673  -1.415
H  7.397  0.039  -2.628
H  6.373  2.451  -1.785
H  4.019  1.914  -0.977
F  -2.475  4.014  -2.646
C  -1.171  4.181  -2.437
F  -0.487  3.370  -3.245
F  -0.850  5.438  -2.667
S  -0.836  3.701  -0.686
O  -1.548  2.446  -0.575
O  -1.232  4.815  0.112
N  0.702  3.307  -0.577
S  1.965  4.221  -0.888
O  3.131  3.432  -0.567
O  1.906  4.893  -2.150
C  1.986  5.558  0.379
F  1.145  6.520  0.039
F  1.659  5.061  1.566
F  3.222  6.042  0.425

## Properties
* lowest unoccupied orbital energy: 0.17 eV
* Kohn-Sham gap: 8.37 eV
* calculated total energy: -160899.09705 eV

Now the Löwdin charges, all in e: 0.754, 0.767, -0.695, -0.108, -0.130, 0.036, -0.135, -0.104, 0.105, 0.115, 0.068, 0.105, -0.039, -0.129, -0.052, -0.060, 0.076, -0.787, 0.539, 0.088, 0.086, 0.083, 0.119, 0.123, 0.085, 0.149, -0.686, 0.137, 0.166, 0.583, -0.398, -0.240, -0.463, 0.624, -0.300, -0.251, -0.692, 0.158, 0.152, 0.150

6.
The following is a quantum chemistry calculation of a molecular structure, C4H6O2, from the OMol25 dataset.

Atoms and positions in Å:
C  -1.176  -0.031  -0.607
C  -0.003  -0.314  1.213
O  0.937  -1.103  0.778
C  1.376  -0.100  -0.223
C  0.104  0.770  0.189
O  -0.026  2.009  0.189
H  -2.117  0.258  -0.132
H  -1.090  0.496  -1.561
H  -1.131  -1.112  -0.778
H  -0.643  -0.648  2.030
H  1.454  -0.563  -1.209
H  2.315  0.339  0.112

## Properties
* lowest unoccupied orbital energy: -0.20 eV
* ΔE to the lowest compared entry with this formula, charge and spin: 4.4946 eV
* Kohn-Sham gap: 8.17 eV
* calculated total energy: -8335.96650 eV

Now the Löwdin charges, all in e: 0.021, 0.013, 0.011, 0.007, -0.658, -0.067, 0.083, 0.093, 0.080, 0.158, 0.127, 0.132